Density functional theory data (ωB97M-V/def2-TZVPD) for 2 unconnected molecules or ions with the total composition C58H62N5O2.

Each line ends with the Mulliken charge.
Cartesian coordinates (Å):
1 C 4.76103 7.89868 0.79958  -0.945
2 N 4.64925 6.45798 0.77552  0.237
3 C 5.72558 5.66213 0.50690  0.148
4 O 6.86268 6.06169 0.26471  -0.688
5 C 5.23012 4.20606 0.53457  0.172
6 C 5.90354 3.34860 1.60911  -0.670
7 C 7.40796 3.28637 1.48940  0.535
8 C 8.21039 3.59415 2.58903  -0.399
9 C 9.60386 3.53871 2.47538  -0.577
10 C 10.20571 3.11592 1.27928  -0.473
11 C 9.38882 2.83205 0.17578  -0.665
12 C 7.99798 2.91061 0.28333  -0.218
13 N 3.78705 4.36675 0.75706  0.594
14 C 2.92624 3.32846 0.78020  -0.337
15 C 1.55994 3.46841 1.04284  -0.404
16 C 0.57575 2.53764 0.69747  -0.603
17 C -0.81507 2.74418 0.97727  0.746
18 C -1.79622 2.15845 0.14668  -0.049
19 C -3.11536 2.55167 0.22862  -0.855
20 C -3.52179 3.51667 1.15513  1.163
21 C -4.92875 4.01941 1.12274  -1.496
22 C -2.58817 4.01017 2.07568  -0.925
23 C -1.27068 3.57589 2.04193  -0.431
24 C 3.37996 5.76876 0.96463  0.038
25 C 2.88959 6.03990 2.39965  -1.482
26 C 2.35382 6.26072 -0.07854  -1.555
27 H 5.79635 8.17513 0.59013  0.378
28 H 4.09724 8.34963 0.05219  0.299
29 H 4.48393 8.30140 1.78120  0.304
30 H 5.42333 3.76936 -0.46434  0.368
31 H 5.60384 3.74453 2.59330  0.399
32 H 5.50274 2.32503 1.52058  0.367
33 H 7.71703 3.93161 3.50508  0.326
34 H 10.22214 3.83375 3.32484  0.375
35 H 11.29546 3.02040 1.20195  0.372
36 H 9.82038 2.55473 -0.78455  0.373
37 H 7.35117 2.72430 -0.57496  0.323
38 H 3.36683 2.35274 0.54276  0.712
39 H 1.21330 4.39616 1.51393  0.346
40 H 0.87110 1.73978 0.01011  0.217
41 H -1.50572 1.42757 -0.60393  0.038
42 H -3.86004 2.14327 -0.45282  0.370
43 H -4.96125 5.10991 1.22453  0.393
44 H -5.38177 3.76239 0.15939  0.384
45 H -5.53540 3.57713 1.92395  0.297
46 H -2.89862 4.74865 2.81805  0.411
47 H -0.56153 3.88604 2.81320  0.569
48 H 3.73986 5.96139 3.09472  0.392
49 H 2.49983 7.06481 2.43478  0.481
50 H 2.09206 5.36010 2.71156  0.354
51 H 2.81862 6.22504 -1.07484  0.391
52 H 1.44342 5.65155 -0.06957  0.328
53 H 2.07803 7.30118 0.14589  0.483
54 C 3.08707 -3.07335 -3.25947  -1.533
55 C 1.64703 -3.13797 -2.86843  0.370
56 C 0.96920 -1.95805 -2.59023  -0.700
57 C -0.36990 -1.98063 -2.20220  1.365
58 C -1.06769 -0.70454 -1.85626  -1.011
59 C -1.00673 -3.21385 -2.06577  -0.659
60 N -2.33892 -3.19442 -1.54248  1.201
61 C -3.49662 -3.01807 -2.29129  0.887
62 C -3.56211 -2.51215 -3.64606  0.326
63 C -4.65780 -1.65538 -3.90080  -0.847
64 C -4.75677 -1.00037 -5.12277  -0.723
65 C -3.81065 -1.23413 -6.13063  -0.486
66 C -2.76326 -2.13405 -5.89604  -0.881
67 C -2.62343 -2.77036 -4.66473  0.297
68 N -4.56315 -3.19834 -1.55707  -1.086
69 N -4.11176 -3.29309 -0.23499  1.485
70 C -4.97923 -4.05330 0.61122  -0.174
71 C -5.29846 -5.36402 0.20020  1.442
72 C -4.90983 -5.93998 -1.12364  -1.348
73 C -6.11141 -6.13785 1.01954  -1.088
74 C -6.58258 -5.64340 2.23520  0.874
75 C -7.46146 -6.49938 3.08357  -1.512
76 C -6.28885 -4.33174 2.59736  -1.022
77 C -5.60495 -3.48032 1.73915  0.515
78 C -5.67216 -2.01211 1.98384  -1.441
79 C -2.73405 -3.21639 -0.21761  0.474
80 C -1.94811 -2.37454 0.71926  -1.022
81 O -2.44644 -1.28886 1.12923  -0.854
82 C -0.54565 -2.76727 0.92653  0.847
83 C -0.16009 -4.18219 0.95915  -1.555
84 C 0.39992 -1.73770 1.25552  0.637
85 C 0.06804 -0.48633 1.83979  0.007
86 C 1.01123 0.26801 2.51670  -1.250
87 C 2.36672 0.03685 2.30698  -0.311
88 C 2.74596 -1.03959 1.49365  -1.205
89 C 1.79492 -1.94203 1.03991  -0.437
90 C -0.36657 -4.42634 -2.36946  0.810
91 C -1.03840 -5.77014 -2.28381  -1.199
92 C 0.97944 -4.35857 -2.75308  -1.238
93 H 3.46912 -4.09003 -3.35789  0.421
94 H 3.23990 -2.52969 -4.19998  0.323
95 H 3.66376 -2.54426 -2.49228  0.315
96 H 1.46499 -0.98756 -2.65456  0.397
97 H -1.39287 -0.72158 -0.81258  -0.361
98 H -0.37605 0.13816 -1.97740  0.544
99 H -1.95188 -0.51250 -2.47812  0.191
100 H -5.39375 -1.49767 -3.10917  0.408
101 H -5.58265 -0.31328 -5.29425  0.408
102 H -3.91309 -0.74084 -7.10207  0.396
103 H -2.04595 -2.34063 -6.68540  0.428
104 H -1.78913 -3.44658 -4.48195  0.457
105 H -5.11825 -7.01447 -1.09243  0.502
106 H -5.51999 -5.49508 -1.92425  0.288
107 H -3.85257 -5.82473 -1.40002  -0.018
108 H -6.36611 -7.15418 0.71402  0.298
109 H -7.19960 -6.43350 4.14554  0.383
110 H -8.50668 -6.18990 2.95893  0.293
111 H -7.37395 -7.53441 2.74386  0.359
112 H -6.65799 -3.94203 3.54357  0.443
113 H -6.72555 -1.69850 1.91269  0.338
114 H -5.33825 -1.76165 2.99754  0.349
115 H -5.09415 -1.43050 1.26540  0.175
116 H -0.11422 -4.51976 2.01024  0.353
117 H -0.90683 -4.81850 0.47337  0.185
118 H 0.81072 -4.33675 0.47887  0.364
119 H -0.95594 -0.13807 1.79032  0.906
120 H 0.66241 1.04169 3.19976  0.468
121 H 3.09168 0.69507 2.78050  0.650
122 H 3.79402 -1.20859 1.24884  0.440
123 H 2.11508 -2.81089 0.45864  0.116
124 H -0.24997 -6.52406 -2.42329  0.502
125 H -1.51937 -5.96652 -1.31348  0.225
126 H -1.79006 -5.93253 -3.07362  0.249
127 H 1.51509 -5.28741 -2.96049  0.335

The largest force on an atom comes out at 5.6 eV/A. As for the total charge: +1. The energy above the lowest of the compared OMol25 structures with the same formula, charge and spin is 34.9 kcal/mol. The HOMO-LUMO gap is 0.1455 hartree. The total energy comes out at -72690.41872 eV.